60
Properties=species:S:1:pos:R:3:forces:R:3:mulliken_charge:R:1 method="wB97M-V/def2-TZVPD" energy_ha=-2083.85253 fmax_ha_per_bohr=0.0719 molar_mass_g_mol=459.63 e_above_lowest_kj_mol=145.2 homo_ev=-6.6 charge=0
C -1.404076 -2.143385 5.322328 -0.07 0.20 1.07 -0.4065
C -2.155247 -2.134665 4.168581 -0.80 -0.13 -1.19 -0.5470
C -1.543901 -2.171262 2.914517 1.02 0.31 0.95 -0.2575
C -0.143290 -2.154383 2.877829 -0.32 -0.72 -0.24 0.0386
S 0.605806 -2.221458 1.255422 0.50 2.41 -0.22 1.3934
C 0.919711 -0.506608 0.735613 0.35 -0.13 1.54 -1.1123
C 0.786460 -0.250389 -0.694583 -0.25 1.25 -0.49 -1.1235
S 0.589594 0.920516 1.694111 -2.33 -2.87 -0.03 1.9141
C 1.630144 1.169447 3.076479 0.55 0.92 -0.28 0.1997
C 1.032340 1.269958 4.326512 0.26 -0.11 -0.42 -0.1415
C 1.676317 2.010089 5.299825 0.58 0.25 0.24 -0.6983
C 2.906369 2.631527 5.035667 -0.79 -0.88 -0.55 -0.5151
C 3.505820 2.452030 3.782637 0.48 0.41 0.44 -0.6213
C 2.865254 1.778230 2.770924 -0.96 -0.73 0.46 -0.6115
O 0.826660 2.041139 0.837091 0.49 1.15 -1.05 -0.7243
O -0.775543 0.841369 2.243574 1.13 0.13 0.48 -0.8337
O 1.868503 -2.924367 1.419762 -0.86 -0.03 -0.33 -0.7667
O -0.417599 -2.702085 0.320064 0.66 -0.37 0.16 -0.7219
C 0.641055 -2.248342 4.033608 -0.90 0.47 -0.32 -0.3445
C -0.018219 -2.186047 5.264670 0.89 -0.22 0.06 -0.5299
H -1.904131 -2.117610 6.307474 0.32 0.01 -0.66 0.3431
H -3.249856 -2.105020 4.178047 0.41 -0.07 0.30 0.3597
H -2.085100 -2.209909 1.986749 -0.21 0.12 -0.08 0.4570
H 1.118951 0.706142 -1.082416 2.34 -0.47 0.62 0.8293
H 0.998502 -1.146742 -1.300024 0.66 0.74 0.37 0.3520
H 0.045927 0.844893 4.479781 0.15 0.07 -0.02 0.4581
H 1.186845 2.115802 6.258093 0.11 0.15 0.11 0.3833
H 3.356147 3.258505 5.779243 0.28 0.11 0.25 0.4125
H 4.480277 2.880823 3.582952 -0.05 0.18 0.05 0.3689
H 3.224285 1.763578 1.745375 0.08 -0.08 0.27 0.4025
H 1.712556 -2.345137 3.941598 0.06 0.09 0.07 0.4599
H 0.596287 -2.189717 6.176652 -0.47 -0.07 -0.38 0.3945
C -0.400803 -1.271180 -6.210570 0.23 -0.11 -0.05 -0.6852
C 0.294506 -1.857657 -4.987020 0.20 0.67 -0.07 -0.9503
C -0.290317 -1.304263 -3.686887 0.47 -1.25 0.41 -0.1055
N -0.446700 0.159380 -3.634112 -0.33 -0.11 -0.44 0.2967
C -0.754212 0.739596 -2.499201 -0.06 -0.75 -0.41 -0.7772
C -0.695200 0.112962 -1.175499 -2.69 -2.28 0.03 1.7552
C -1.843729 0.873346 -0.461104 -0.74 0.08 -0.48 -1.0670
C -1.788563 2.306765 -1.032157 0.55 -0.14 0.52 -0.7790
C -1.312941 2.129756 -2.498129 -0.64 0.66 0.89 -0.8309
C -0.698700 0.903223 -4.886166 -0.20 0.67 -0.91 -0.5984
C -0.231990 0.243585 -6.199954 0.45 -0.10 0.34 -0.8196
H 0.050849 -1.685665 -7.120276 -0.19 0.09 0.12 0.3402
H -1.457319 -1.542897 -6.210585 -0.12 -0.03 -0.01 0.3344
H 0.229718 -2.948839 -4.963956 -0.02 0.16 0.09 0.3797
H 1.362509 -1.586228 -5.031413 -0.23 -0.17 -0.02 0.3504
H -1.248012 -1.824118 -3.475852 0.20 0.64 -0.09 0.3043
H 0.396465 -1.609239 -2.883662 -0.45 0.22 -0.32 0.0952
H -0.913435 -0.992674 -1.074158 -0.97 1.06 -1.06 0.4377
H -2.764851 0.339071 -0.828924 0.55 0.65 0.26 0.4458
H -1.919219 0.875065 0.626240 0.48 -0.21 -0.30 0.2061
H -2.739201 2.830197 -0.915133 0.07 -0.03 -0.28 0.4963
H -1.026472 2.871393 -0.467951 -0.32 -0.25 -0.19 0.1991
H -0.581494 2.919839 -2.767800 -0.31 -0.58 -0.15 0.3885
H -2.195041 2.207268 -3.172919 0.70 -0.16 0.12 0.3653
H -1.779566 1.130092 -4.995510 0.42 -0.30 0.38 0.3849
H -0.187845 1.879633 -4.820023 -0.30 -0.42 0.16 0.3153
H 0.838391 0.473216 -6.324773 -0.27 -0.10 -0.10 0.3560
H -0.773679 0.701448 -7.040661 0.17 0.00 0.36 0.3511